# 1
192
Properties=species:S:1:pos:R:3 method="wB97M-V/def2-TZVPD" homo_lumo_gap_ev=8.728 smiles="CN(C)P(=O)(N(C)C)N(C)C.CN(C)P(=O)(N(C)C)N(C)C.CN(C)P(=O)(N(C)C)N(C)C.CCOC(=O)OC.CCOC(=O)OC.CCOC(=O)OC.CCOC(=O)OC.CCOC(=O)OC.CCOC(=O)OC.CCOC(=O)OC" spin_multiplicity=1
C -2.6467 0.6798 3.3637
N -2.0256 0.1696 2.1259
C -1.8194 -1.2863 2.1149
P -0.8963 1.1334 1.3678
O -1.2222 2.5923 1.4307
N 0.5990 0.7856 1.9797
C 1.8539 1.2659 1.3816
C 0.6811 0.7422 3.3907
N -0.7782 0.6644 -0.2492
C -1.7134 1.3399 -1.1597
C -0.2581 -0.6262 -0.6946
H -3.6570 0.3257 3.4479
H -2.6392 1.7675 3.2715
H -2.0777 0.4008 4.2988
H -1.7604 -1.5865 1.0866
H -2.5186 -1.8251 2.7091
H -0.8999 -1.5721 2.6423
H 1.7058 1.3634 0.3546
H 2.1853 2.2706 1.7591
H 2.6458 0.5655 1.6652
H -0.2075 0.2338 3.8065
H 1.5489 0.1491 3.7408
H 0.8115 1.7114 3.8854
H -1.2304 1.2150 -2.1377
H -2.6805 0.8949 -1.1812
H -1.7514 2.3918 -0.9280
H -1.0327 -1.4357 -0.9371
H 0.4291 -1.1476 0.0318
H 0.3023 -0.3698 -1.6513
C -6.9745 -1.3025 -3.8175
N -5.6602 -1.1606 -3.1627
C -4.6233 -0.9990 -4.1651
P -5.2284 -1.3342 -1.5629
O -3.8078 -1.7293 -1.4307
N -5.6483 -0.0414 -0.7180
C -4.7893 0.4762 0.3480
C -6.7964 0.7784 -1.0443
N -6.3746 -2.4058 -1.0940
C -6.9145 -2.5753 0.2746
C -6.5288 -3.6579 -1.8733
H -7.0550 -2.1223 -4.4749
H -7.0711 -0.4082 -4.4311
H -7.7940 -1.3319 -3.1007
H -4.1572 -0.0740 -3.9589
H -5.1015 -1.1053 -5.1809
H -3.9767 -1.9067 -4.1721
H -4.0682 -0.2672 0.7063
H -4.2693 1.4186 0.1230
H -5.3941 0.7669 1.2570
H -6.9200 1.4484 -0.1975
H -6.5359 1.3884 -1.9130
H -7.7366 0.2018 -1.2983
H -7.9925 -2.6131 0.3334
H -6.6164 -3.5390 0.7010
H -6.4672 -1.7252 0.8375
H -5.6299 -3.8979 -2.4551
H -7.3996 -3.6679 -2.5423
H -6.6140 -4.4432 -1.1722
C 4.4134 -3.0245 -2.0285
N 5.7875 -2.5047 -2.3260
C 6.8749 -3.4944 -2.0896
P 6.1512 -0.9468 -2.6967
O 7.5751 -0.8746 -2.9905
N 5.0802 -0.5483 -3.9003
C 5.0431 -1.2979 -5.1352
C 4.7152 0.9328 -4.1324
N 5.7197 0.0341 -1.4048
C 6.8269 0.5289 -0.5646
C 4.5077 0.0222 -0.6364
H 4.2074 -3.7941 -2.7531
H 3.6336 -2.3940 -2.3015
H 4.3617 -3.4559 -1.0528
H 6.6816 -4.4267 -2.6438
H 6.9222 -3.7781 -1.0324
H 7.7917 -3.0736 -2.3653
H 5.7165 -0.9255 -5.9042
H 5.3783 -2.2840 -4.9476
H 4.1162 -1.3235 -5.6002
H 4.6550 1.6018 -3.3007
H 5.4234 1.2820 -4.8835
H 3.7575 1.0313 -4.6119
H 7.2331 -0.3217 0.0170
H 7.5460 1.1685 -1.1175
H 6.3618 1.2211 0.1225
H 3.6738 0.0659 -1.3354
H 4.3497 0.9493 -0.0055
H 4.3902 -0.8738 -0.0331
C 1.6599 5.2422 3.0894
C 0.2565 4.9660 2.7198
O -0.3855 4.4733 3.9158
C -1.6471 4.7931 4.0748
O -2.2281 5.6595 3.5140
O -2.1764 3.9282 4.9677
C -3.6221 4.0113 5.0286
H 2.1343 4.2997 3.3674
H 1.7660 5.9310 3.9363
H 2.1423 5.6329 2.1806
H 0.1501 4.2602 1.8886
H -0.2701 5.8833 2.3456
H -4.1596 4.5293 4.1770
H -3.9445 4.5717 5.8874
H -4.0359 3.0885 5.1990
C -3.4431 4.9098 0.2406
C -3.2747 5.2071 -1.2604
O -3.6850 3.9170 -2.0068
C -3.5266 3.8529 -3.3306
O -3.2035 4.7092 -4.0897
O -3.6370 2.5118 -3.6390
C -3.6785 2.3614 -5.1221
H -2.9958 4.0147 0.5981
H -4.4990 4.9250 0.4836
H -2.9758 5.7784 0.7456
H -2.2061 5.5509 -1.4198
H -3.9245 6.0358 -1.5297
H -4.3616 3.0390 -5.5567
H -3.9936 1.3594 -5.3926
H -2.6949 2.6906 -5.4607
C -1.7494 -5.7837 0.2941
C -1.4711 -4.3794 -0.0168
O -0.1474 -4.2947 -0.5788
C -0.0481 -4.5340 -1.8543
O -0.9968 -4.7083 -2.5973
O 1.2421 -4.5288 -2.2264
C 1.4389 -4.9280 -3.6687
H -1.6573 -6.2718 -0.6485
H -2.7651 -5.8456 0.6358
H -1.0774 -6.2164 0.9739
H -1.5551 -3.7327 0.8094
H -2.1188 -3.9930 -0.7954
H 0.7119 -5.6810 -3.9604
H 2.4679 -5.2031 -3.6729
H 1.3874 -4.0633 -4.2235
C 1.3180 3.4982 -1.2464
C 2.5181 4.3334 -1.0397
O 3.2736 3.5767 0.0031
C 4.3178 4.2167 0.5604
O 4.7336 3.8635 1.6387
O 4.8333 5.1366 -0.2431
C 6.0227 5.7125 0.2645
H 0.6876 3.8970 -2.0420
H 0.6742 3.5070 -0.3365
H 1.6779 2.4798 -1.3276
H 2.1782 5.3296 -0.7192
H 3.1962 4.4602 -1.8847
H 6.1902 6.6107 -0.2271
H 6.8468 5.0442 0.1107
H 5.8142 6.0428 1.2937
C -1.6742 -3.1926 8.2219
C -1.9151 -2.1962 7.1256
O -0.7153 -1.9894 6.4293
C -0.4452 -2.8552 5.4372
O -1.0452 -3.9002 5.1746
O 0.7170 -2.4289 4.8739
C 1.1835 -3.3711 3.9088
H -0.8399 -2.9479 8.7787
H -1.7531 -4.2127 7.8895
H -2.5594 -3.0652 8.8295
H -2.1302 -1.2033 7.5269
H -2.6855 -2.4429 6.4575
H 2.0480 -2.8631 3.4709
H 0.5408 -3.3257 3.0253
H 1.3672 -4.3926 4.2953
C 0.1699 -3.6232 -6.4912
C -0.8262 -3.2650 -5.5434
O -1.1774 -1.8051 -5.8304
C -0.3215 -0.9254 -5.2905
O 0.6656 -1.2487 -4.6349
O -0.7412 0.2861 -5.4651
C -0.0651 1.3150 -4.7531
H -0.1287 -3.2398 -7.4866
H 0.2355 -4.7160 -6.5317
H 1.1938 -3.2777 -6.3167
H -0.6316 -3.3456 -4.4968
H -1.8105 -3.7177 -5.6714
H -0.7279 2.1758 -4.8248
H 0.8337 1.5889 -5.2544
H 0.0561 1.0103 -3.6927
C 5.7646 -0.4828 3.2013
C 6.0196 -0.7573 4.6105
O 5.3182 0.2091 5.4802
C 4.0856 -0.2069 5.8029
O 3.5835 -1.2005 5.3502
O 3.4926 0.6190 6.7149
C 2.1769 0.2152 7.0268
H 4.7217 -0.6690 2.9456
H 6.3476 -1.2113 2.6302
H 5.9740 0.5517 2.8868
H 7.1106 -0.5859 4.8288
H 5.7249 -1.7458 4.9532
H 1.7964 -0.3974 6.2912
H 1.6660 1.1277 7.2790
H 2.2193 -0.4484 7.9328

# 2
183
Properties=species:S:1:pos:R:3 method="wB97M-V/def2-TZVPD" homo_lumo_gap_ev=9.420 spin_multiplicity=1
C 0.1449 5.0997 7.9437
O -0.0152 3.7781 8.2785
C 1.0501 2.9182 7.8847
C 0.5370 1.5312 7.5787
O -0.2559 1.4401 6.4304
C 0.3621 1.2402 5.2093
C -0.5773 0.5066 4.2658
O -0.5539 -0.8661 4.5631
C -1.2517 -1.6266 3.5863
H 0.2467 5.2566 6.8693
H 0.8838 5.5872 8.5772
H -0.8670 5.5259 8.1505
H 1.8846 2.7903 8.6197
H 1.5145 3.3283 6.9629
H -0.0770 1.1415 8.4138
H 1.4325 0.8810 7.6754
H 1.2417 0.6205 5.3458
H 0.8021 2.1863 4.8307
H -0.3193 0.7429 3.2411
H -1.6158 0.8191 4.3577
H -2.3050 -1.3184 3.5964
H -1.2346 -2.7166 3.8330
H -0.7549 -1.5283 2.5953
C 5.5264 -4.2889 -0.3413
O 4.3695 -4.3443 -1.1847
C 3.8708 -3.0795 -1.4855
C 2.4529 -3.2714 -2.0640
O 1.5068 -3.3053 -1.0071
C 0.2313 -3.7181 -1.5632
C -0.7066 -4.0622 -0.4716
O -0.1480 -5.2730 0.1190
C -0.7185 -5.5858 1.4016
H 5.6774 -5.2946 0.0739
H 5.3472 -3.5516 0.4533
H 6.3624 -3.9877 -0.9447
H 4.5586 -2.6647 -2.2475
H 3.9223 -2.3806 -0.6069
H 2.4631 -4.2396 -2.6401
H 2.2142 -2.4401 -2.7537
H 0.4107 -4.5416 -2.2469
H -0.2418 -2.9007 -2.1321
H -1.6997 -4.2057 -0.8843
H -0.9088 -3.2518 0.2626
H -0.1975 -6.4864 1.7617
H -1.8397 -5.7078 1.4214
H -0.4670 -4.7460 2.0584
C 3.5019 -0.7624 3.1051
O 3.5577 -1.9365 2.3956
C 2.3525 -2.6541 2.3618
C 2.6576 -4.0825 2.0161
O 3.2207 -4.6942 3.1535
C 4.6086 -4.8049 3.2663
C 4.9361 -4.5748 4.7144
O 4.7890 -3.2145 4.9714
C 3.9803 -3.0400 6.1986
H 3.3881 -1.0141 4.1690
H 2.7035 -0.0706 2.7920
H 4.4745 -0.2555 3.0974
H 1.6962 -2.1428 1.6878
H 1.9345 -2.5905 3.3527
H 3.4568 -4.0830 1.2910
H 1.7757 -4.6004 1.6977
H 5.0330 -4.0162 2.6655
H 4.8977 -5.8108 2.9197
H 6.0675 -4.8201 4.8513
H 4.3399 -5.1318 5.4463
H 3.9666 -2.0136 6.5622
H 4.4888 -3.5733 7.0214
H 2.9720 -3.4771 6.1576
C 4.1841 0.8828 -2.9891
O 3.2041 1.8886 -2.8992
C 3.2950 2.9223 -3.8033
C 2.1790 3.9564 -3.6711
O 0.9382 3.4622 -4.0495
C -0.0885 4.4003 -4.2437
C -1.3661 3.6617 -4.4187
O -1.6163 2.9330 -3.2223
C -2.7402 2.1000 -3.3126
H 4.1031 0.2801 -2.0907
H 5.2450 1.2582 -3.0052
H 4.0628 0.3312 -3.9335
H 3.3242 2.5551 -4.8326
H 4.2622 3.4518 -3.6013
H 2.4948 4.8426 -4.2505
H 2.1361 4.3474 -2.6209
H 0.0616 5.0782 -5.0372
H -0.1544 5.0026 -3.3113
H -1.2346 2.9584 -5.2699
H -2.1568 4.3867 -4.6428
H -3.7034 2.5466 -3.3438
H -2.6095 1.5499 -2.3886
H -2.6890 1.3480 -4.0904
C -1.8113 5.2522 1.5439
O -2.9068 5.0497 0.7177
C -2.5420 4.9037 -0.6323
C -3.7450 4.7294 -1.4800
O -4.4137 3.5616 -1.1518
C -5.7478 3.4797 -1.5063
C -6.1669 2.0236 -1.2793
O -5.5863 1.1417 -2.2040
C -6.4737 0.8349 -3.2985
H -1.0725 4.4086 1.4513
H -2.1058 5.2873 2.5963
H -1.2840 6.2177 1.3799
H -1.8714 4.0921 -0.8091
H -1.9521 5.7797 -0.9495
H -3.4881 4.7577 -2.5337
H -4.5005 5.4934 -1.2481
H -5.8804 3.8991 -2.5184
H -6.3334 4.1575 -0.8105
H -7.2492 1.9485 -1.3034
H -5.8004 1.7675 -0.2721
H -7.0262 -0.1070 -3.1302
H -5.8501 0.6588 -4.1271
H -7.1731 1.6509 -3.5470
C 1.4356 -7.2305 -4.9315
O 0.5227 -6.5184 -5.8000
C -0.6677 -6.1845 -5.0992
C -1.2988 -5.0317 -5.8327
O -0.4329 -3.9223 -5.6145
C -0.8264 -2.6702 -6.2385
C 0.0559 -1.5452 -5.8810
O -0.1971 -1.1196 -4.5895
C 0.6084 -0.0301 -4.3297
H 2.3468 -7.3701 -5.5053
H 0.9553 -8.1532 -4.5541
H 1.5439 -6.5455 -4.0860
H -0.4042 -5.8784 -4.0426
H -1.3538 -6.9811 -4.9850
H -2.2619 -4.7603 -5.4613
H -1.4567 -5.2569 -6.9166
H -1.8326 -2.3580 -5.9963
H -0.8355 -2.8704 -7.3518
H -0.0642 -0.7483 -6.6656
H 1.1376 -1.8260 -5.9740
H 0.4726 0.3296 -3.3122
H 0.3939 0.8280 -4.9911
H 1.6111 -0.3509 -4.4729
C -5.9700 1.6856 3.3229
O -5.1935 1.4399 2.2310
C -3.9747 2.1604 2.2245
C -3.1130 1.7253 1.0538
O -2.5649 0.4161 1.1990
C -3.3386 -0.7347 0.9403
C -3.6063 -1.0931 -0.4549
O -2.4682 -1.3881 -1.2169
C -2.9163 -1.6372 -2.5210
H -6.8223 0.9127 3.2933
H -6.5081 2.6115 3.2904
H -5.4770 1.5790 4.2697
H -3.4065 1.9819 3.1826
H -4.1174 3.2367 2.0281
H -2.2530 2.4139 1.1471
H -3.4943 1.8282 0.0374
H -4.3613 -0.6779 1.3873
H -2.9225 -1.6069 1.4332
H -4.1601 -0.2967 -0.9523
H -4.3005 -1.9257 -0.3970
H -3.3546 -0.6854 -2.9301
H -3.7298 -2.3589 -2.4975
H -2.0972 -2.0140 -3.1159
C 1.7103 5.8088 1.1477
O 1.2655 4.9536 0.1841
H 2.5066 5.3036 1.6691
H 2.2090 6.6459 0.6880
H 0.8731 6.2020 1.8069
H 1.2971 4.0747 0.4836
C 4.3013 3.3695 0.3497
O 3.8045 2.4776 1.3254
H 4.1488 4.4177 0.7227
H 5.3288 3.1942 0.0796
H 3.7520 3.1901 -0.5934
H 2.8412 2.6430 1.1983
C 2.1662 0.2837 0.0166
S 0.5255 0.8783 0.7141
O 0.7708 2.2202 1.3300
C -0.2712 1.1750 -0.9622
H 2.8352 1.0633 -0.2883
H 1.9628 -0.4458 -0.7871
H 2.6855 -0.2628 0.8547
H -1.1610 1.7181 -0.7806
H -0.4341 0.2055 -1.3912
H 0.3715 1.7259 -1.6331